Here is an isolated ion of composition C6H9N4 and charge +1 in a non-equilibrium geometry from the Open Molecules 2025 dataset. Energies are from ωB97M-V/def2-TZVPD.

E_HOMO (alpha / beta), eV: -13.7 / -13.1
LUMO (alpha / beta), eV: -6.30 / -6.29
SMILES: C/N=C/NCC1=C=[NH+]N=C1
DFT total energy, Eh: -452.578207
Strongest force on any atom, eV/Å: 5.9
Net charge: +1

CARTESIAN COORDINATES (ANGSTROEM)
N: -1.214 1.756 0.174
N: 0.262 0.571 -0.957
N: 1.056 -2.027 0.805
N: -0.272 -2.490 1.004
C: -0.801 1.339 -0.947
C: 1.019 -0.724 0.842
C: -0.320 -0.349 1.046
C: 1.120 -0.089 -1.984
C: -1.078 -1.521 1.277
C: -0.749 1.035 1.401
H: 0.547 -0.278 -2.936
H: 1.459 -1.034 -1.563
H: 2.062 0.489 -2.322
H: -1.232 1.685 -2.010
H: -1.918 2.498 0.195
H: 1.896 -0.115 0.855
H: -0.483 -3.489 1.110
H: 0.130 1.683 1.712
H: -1.484 1.063 2.299

Here is C30H82O13Zr as an isolated structure in a non-equilibrium geometry from the Open Molecules 2025 dataset. Energies are from ωB97M-V/def2-TZVPD.

E_HOMO, eV: -8.6
LUMO, eV: -0.30
DFT total energy, Eh: -2217.373609
Strongest force on any atom, eV/Å: 6.5
Net charge: 0

CARTESIAN COORDINATES (ANGSTROEM)
Zr: 0.731 0.157 3.618
O: 2.286 -3.759 -4.099
O: -1.321 0.706 4.278
O: -0.041 -0.382 1.683
O: 1.305 -5.169 0.781
O: 4.269 0.582 -3.234
O: 3.020 -2.929 1.129
O: 0.104 7.024 -1.764
O: 2.802 -0.530 3.168
O: -3.817 -0.984 -3.003
O: -1.860 1.903 -6.454
O: 0.899 2.260 3.133
O: 0.244 -1.837 4.408
O: -4.405 1.295 -1.424
C: -4.377 -1.838 -2.012
C: -1.076 -5.228 0.253
C: 3.878 0.283 2.825
C: -1.013 -3.856 3.944
C: 3.131 2.247 -1.890
C: 1.938 -2.463 -3.655
C: -0.301 -0.486 0.331
C: -3.427 0.213 3.167
C: -2.312 1.247 3.364
C: -0.460 4.653 -1.712
C: -1.900 0.881 -5.464
C: 4.079 -3.838 -0.903
C: -0.926 1.231 -4.373
C: 4.170 1.361 3.891
C: -3.861 -3.258 -2.088
C: -3.767 3.533 -0.923
C: -1.634 -1.163 0.000
C: -0.030 0.817 -0.413
C: -0.543 -2.819 4.960
C: 1.004 4.566 3.864
C: 3.326 -2.673 -0.238
C: -1.708 -2.318 5.832
C: -3.540 2.352 -1.833
C: 0.821 3.597 2.715
C: 0.346 -5.136 -0.278
C: 3.078 0.839 -2.500
C: -0.426 5.975 -0.974
C: 1.773 3.930 1.566
C: 0.430 -2.297 -3.446
C: 3.720 0.941 1.462
H: 3.805 2.340 -1.038
H: 0.114 1.262 -4.722
H: 2.810 3.779 1.873
H: 0.590 -5.894 -1.029
H: -1.905 1.458 2.379
H: -0.764 1.596 -0.190
H: -3.719 2.557 -2.894
H: -3.255 4.409 -1.322
H: 5.001 0.543 -2.612
H: 2.397 -2.517 -0.807
H: 1.709 4.983 1.291
H: 3.936 -1.772 -0.314
H: -1.709 -3.402 3.235
H: -4.184 -3.735 -3.021
H: -1.248 -4.377 0.914
H: -2.492 -1.838 5.241
H: -2.777 -3.301 -1.996
H: -0.135 0.614 -1.487
H: 0.998 6.781 -2.028
H: -1.678 -2.157 0.442
H: -0.142 -4.224 3.395
H: -2.509 1.981 -1.758
H: 0.457 -1.188 -0.055
H: -2.909 0.910 -5.043
H: 0.961 5.591 3.483
H: 5.187 1.745 3.787
H: 4.132 -3.725 -1.990
H: 0.255 -1.523 -2.698
H: -1.211 -6.106 0.893
H: -1.336 -1.582 6.553
H: -1.745 0.754 5.144
H: -4.135 0.498 -1.908
H: -0.133 -2.080 -4.360
H: -1.424 -4.732 4.447
H: 2.787 1.498 1.372
H: -4.144 -1.268 -3.862
H: -0.990 1.913 -6.864
H: 4.795 -0.322 2.794
H: 3.738 0.191 0.670
H: -4.190 -1.447 -1.012
H: 2.914 0.084 -1.725
H: 0.992 1.158 -0.268
H: 3.610 -4.792 -0.673
H: 2.115 2.575 -1.662
H: 4.539 1.642 1.272
H: 4.086 0.990 4.917
H: 0.057 -3.377 5.697
H: -1.449 6.267 -0.724
H: 0.215 4.494 4.614
H: -0.922 0.566 -3.506
H: -0.221 3.681 2.372
H: -1.094 2.236 -3.980
H: 1.347 -6.096 1.040
H: -3.531 3.290 0.111
H: -1.816 -0.128 -5.881
H: -4.231 0.641 2.569
H: -1.850 -5.282 -0.511
H: -2.118 -3.132 6.430
H: -0.011 -3.258 -3.164
H: 2.274 -1.676 -4.336
H: 2.223 0.797 -3.174
H: -1.673 -1.281 -1.085
H: -4.339 -3.895 -1.340
H: -2.954 -0.634 2.672
H: 2.330 -3.616 1.022
H: 0.149 5.848 -0.051
H: 1.491 3.301 0.721
H: -1.090 4.639 -2.602
H: 3.451 2.184 3.812
H: -5.470 -1.831 -2.103
H: -0.829 3.823 -1.104
H: 1.994 4.497 4.322
H: -2.694 2.162 3.822
H: -3.850 -0.078 4.130
H: 0.571 4.395 -1.977
H: -2.436 -0.520 0.370
H: 2.017 -3.898 -5.011
H: 3.510 2.972 -2.616
H: 2.409 -2.340 -2.681
H: 0.455 -4.194 -0.822
H: 5.110 -3.863 -0.544
H: -4.826 3.806 -0.947